(1)
ORCA calculation (the ωB97M-V functional and the def2-TZVPD basis) on a structure of composition C5H8N2S at a distorted geometry.

Output
Calculated total energy (a.u.): -702.85999
Lowest unoccupied orbital energy (eV): -0.40
Gap between HOMO and LUMO (eV): 9.0
ΔE to the lowest compared entry with this formula, charge and spin (kJ/mol): 446.41

Each line ends with the Löwdin charge.
Positions of all 16 atoms, in Å:
S  2.243  0.390  0.024  0.6677
N  -1.471  2.610  -0.439  0.1694
N  -1.722  -0.746  0.179  -0.0143
C  0.466  -0.038  -0.366  -0.6795
C  -1.101  1.593  0.140  -0.1777
C  -0.642  0.338  0.499  -0.4343
C  -1.097  -2.005  -0.141  -0.2402
C  0.432  -1.595  -0.205  -0.2415
H  -1.386  -2.893  0.737  0.1517
H  -2.329  -0.582  0.957  0.1013
H  0.798  -1.965  -1.213  0.1199
H  1.726  0.653  1.669  0.0768
H  0.051  0.162  -1.398  0.1468
H  0.907  -1.985  0.648  0.0705
H  -1.368  -2.704  -1.119  0.1364
H  -0.301  0.258  1.588  0.1472

(2)
ORCA calculation (the ωB97M-V functional and the def2-TZVPD basis) on a cluster of 2 separate species, C7H15O2 in total at a distorted geometry.

Output
Calculated total energy (a.u.): -426.19412
Lowest unoccupied orbital energy (eV): 3.42
Gap between HOMO and LUMO (eV): 7.3
ΔE to the lowest compared entry with this formula, charge and spin (kJ/mol): 160.98
Charge: -1

Each line ends with the Löwdin charge.
Positions of all 24 atoms, in Å:
O  -1.997  1.221  2.659  -0.1041
O  -2.676  -0.537  1.368  -0.1006
C  1.324  -0.602  -1.039  -0.1099
C  -0.685  -0.918  -2.371  -0.1194
C  0.637  1.426  -2.279  -0.0941
C  0.029  0.139  -1.590  -0.4574
C  -1.928  0.083  2.153  -0.7550
C  0.602  0.352  2.815  -0.1315
C  -0.567  -0.629  2.634  -0.1956
H  -1.546  -0.366  -3.084  0.1319
H  1.104  1.116  -3.186  0.0553
H  2.083  0.142  -0.637  0.0796
H  1.146  0.613  2.006  -0.0112
H  -1.028  -1.553  -1.591  0.0575
H  -0.547  0.534  -0.696  0.1430
H  -0.442  -1.544  2.121  0.0510
H  -0.138  2.057  -2.659  0.0481
H  1.876  -1.124  -1.864  0.0720
H  1.243  -0.043  3.699  0.0847
H  1.187  2.069  -1.620  0.0614
H  0.152  1.364  2.959  0.0692
H  1.049  -1.323  -0.315  0.0428
H  0.013  -1.427  -3.121  0.0819
H  -0.893  -1.049  3.637  0.1004

(3)
ORCA calculation (the ωB97M-V functional and the def2-TZVPD basis) on an isolated molecule of C14H13FN4S2 at a distorted geometry.

Output
Calculated total energy (a.u.): -1656.50926
Lowest unoccupied orbital energy (eV): 0.46
Gap between HOMO and LUMO (eV): 9.0
ΔE to the lowest compared entry with this formula, charge and spin (kJ/mol): 0.00
SMILES: Fc1ccccc1CSc1nncn1NCc1cccs1

Each line ends with the Löwdin charge.
Positions of all 34 atoms, in Å:
S  -3.667  0.221  -0.723  1.0129
S  1.500  -1.569  -1.440  0.9978
F  2.500  -2.309  1.844  0.0615
N  -0.540  -0.152  -2.605  -0.0936
N  -1.411  -1.223  -2.756  0.0196
N  0.299  1.865  -2.644  0.0188
N  1.211  1.058  -2.089  0.0015
C  -1.849  -1.792  -1.474  -0.2168
C  -2.241  -0.746  -0.483  -0.5287
C  2.110  -1.016  1.915  -0.2497
C  1.562  -0.557  3.097  -0.0129
C  -0.744  1.153  -2.942  -0.1531
C  1.160  0.765  3.177  -0.0904
C  -2.148  0.772  1.260  -0.1735
C  2.276  -0.198  0.802  -0.2437
C  1.867  1.127  0.910  -0.0377
C  2.828  -0.741  -0.472  -0.3668
C  -1.540  -0.320  0.601  -0.1209
C  0.715  -0.154  -2.065  -0.6205
C  1.314  1.603  2.085  -0.0880
C  -3.295  1.171  0.659  -0.4076
H  3.228  0.043  -1.109  0.0799
H  1.003  2.635  2.146  0.1064
H  -1.018  -2.378  -1.072  0.0787
H  -2.677  -2.465  -1.705  0.1215
H  -1.639  1.515  -3.405  0.1171
H  -3.956  1.969  0.934  0.0605
H  -2.211  -0.889  -3.291  0.1229
H  0.728  1.136  4.095  0.1052
H  1.975  1.773  0.052  0.1027
H  -0.621  -0.774  0.927  0.1006
H  3.563  -1.525  -0.295  0.0830
H  1.456  -1.233  3.931  0.1177
H  -1.739  1.236  2.138  0.0958

(4)
ORCA calculation (the ωB97M-V functional and the def2-TZVPD basis) on an isolated molecule of C4H8O2.

Output
Calculated total energy (a.u.): -307.53743
Lowest unoccupied orbital energy (eV): 0.19
Gap between HOMO and LUMO (eV): 8.7
ΔE to the lowest compared entry with this formula, charge and spin (kJ/mol): 459.46

Each line ends with the Löwdin charge.
Positions of all 14 atoms, in Å:
O  1.261  -0.321  2.513  -0.0788
O  -0.631  -1.164  -0.307  -0.1270
C  -0.882  0.127  -0.917  -0.2388
C  0.963  -1.093  1.378  -0.2807
C  0.307  0.449  -1.803  -0.0595
C  -0.445  -0.821  0.979  0.0056
H  0.337  1.520  -2.017  0.0814
H  1.094  -2.175  1.538  0.1355
H  -1.841  0.120  -1.431  0.1209
H  0.398  -0.009  2.827  0.0711
H  1.244  0.183  -1.303  0.0681
H  0.268  -0.107  -2.742  0.0805
H  -0.950  0.828  -0.075  0.1039
H  1.636  -0.810  0.552  0.1178

(5)
ORCA calculation (the ωB97M-V functional and the def2-TZVPD basis) on a cluster of 2 separate species, C3H12N2OS in total at a distorted geometry.

Output
Calculated total energy (a.u.): -704.41850
Lowest unoccupied orbital energy (eV): 0.71
Gap between HOMO and LUMO (eV): 9.9
ΔE to the lowest compared entry with this formula, charge and spin (kJ/mol): 51.84
SMILES: NC[C@@H](N)CS.O

Each line ends with the Löwdin charge.
Positions of all 19 atoms, in Å:
S  0.054  -1.428  2.918  0.6670
O  -2.506  0.089  -1.539  -0.1052
N  -0.045  1.402  -1.614  0.0001
N  0.147  -1.483  -0.355  0.0532
C  0.167  -0.192  0.302  -0.5248
C  0.775  1.012  -0.434  -0.2158
C  0.874  -0.317  1.657  -0.5219
H  1.965  -0.434  1.589  0.0863
H  -2.853  0.047  -0.643  0.0203
H  -0.820  0.205  0.577  0.1119
H  -1.588  0.441  -1.435  -0.0349
H  0.769  0.660  2.112  0.0485
H  0.739  -2.576  2.619  -0.1399
H  0.436  1.179  -2.491  0.0958
H  -0.094  2.410  -1.554  0.0810
H  1.798  0.672  -0.629  0.1214
H  -0.524  -2.144  0.006  0.0683
H  0.693  1.855  0.267  0.1210
H  0.015  -1.398  -1.352  0.0677

(6)
ORCA calculation (the ωB97M-V functional and the def2-TZVPD basis) on the ion C6H9O4S with charge -1 at a distorted geometry.

Output
Calculated total energy (a.u.): -933.17823
Lowest unoccupied orbital energy (eV): 3.41
Gap between HOMO and LUMO (eV): 8.1
ΔE to the lowest compared entry with this formula, charge and spin (kJ/mol): 73.08
SMILES: C[C@@H]1C[C@@]1(C(=O)[O-])S(C)(=O)=O
Charge: -1

Each line ends with the Löwdin charge.
Positions of all 20 atoms, in Å:
S  -1.599  -0.015  -0.452  0.6806
O  2.087  -1.637  -0.699  -0.0091
O  -1.906  -0.350  -1.857  -0.3638
O  0.004  -2.499  -0.482  -0.0323
O  -2.012  1.315  -0.032  -0.3911
C  0.938  1.177  -0.122  -0.2848
C  2.343  1.400  -0.661  -0.0698
C  0.650  0.490  1.203  -0.0997
C  0.880  -1.653  -0.525  -0.6841
C  -2.664  -1.134  0.533  -0.1684
C  0.196  -0.178  -0.036  -0.3214
H  -3.743  -0.802  0.302  0.0782
H  2.800  0.498  -0.547  0.0046
H  0.175  2.007  -0.349  0.1348
H  2.724  2.153  0.084  0.0833
H  -2.450  -2.204  0.218  0.0644
H  1.577  -0.033  1.512  0.1223
H  2.576  1.790  -1.714  0.0983
H  -2.524  -1.077  1.645  0.0592
H  -0.052  0.751  1.981  0.0988

> Among the records above, which one has the highest gap between HOMO and LUMO?

C3H12N2OS

> Number 2 is which compound?

C7H15O2

> The highest calculated total energy belongs to which entry?

C4H8O2